[1]
The following is a DFT calculation (wB97M-V/def2-TZVPD) of an isolated molecule of C5H7N.

Structure (XYZ):
```
13
Properties=species:S:1:pos:R:3:forces:R:3
C -0.37685 0.55549 -1.60896 -0.32 0.48 -0.27
C 0.19776 0.79172 -0.20454 -0.05 -0.80 -0.26
C 1.15412 -0.18616 -0.02442 0.29 -0.22 0.22
C 0.77254 -1.02099 1.03395 0.29 0.00 0.33
C -0.33234 -0.43006 1.61638 0.05 -0.02 0.12
N -0.67083 0.66530 0.88703 -0.11 -0.25 -0.13
H -1.42056 0.84987 -1.63215 -0.06 0.39 -0.30
H 0.19834 1.02142 -2.40860 -0.16 0.20 0.04
H -0.37157 -0.53443 -1.81015 -0.15 0.54 0.08
H 1.89480 -0.35895 -0.79517 -0.09 -0.33 0.14
H 1.17133 -2.00076 1.24331 0.18 0.18 0.40
H -0.89299 -0.72043 2.49416 0.16 0.15 0.01
H -1.32373 1.36799 1.20916 -0.01 -0.32 -0.38
```
Forces are in eV/Å.

## Properties
ΔE to the lowest compared entry with this formula, charge and spin   159.0 kJ/mol
Electronic energy   -6786.8645 eV
HOMO-LUMO gap   8.87 eV
SMILES   Cc1ccc[nH]1
Charge   0

[2]
The following is a DFT calculation (wB97M-V/def2-TZVPD) of a structure of composition C32H22BaBrN6O5.

Structure (XYZ):
```
67
Properties=species:S:1:pos:R:3:forces:R:3
Ba -0.72945 0.24784 0.68255 1.52 2.63 1.87
O 0.16884 -5.08274 -1.02222 0.07 -0.27 0.19
C 0.15271 -5.14855 0.32425 -0.05 -0.14 -0.30
C 0.18289 -6.40123 0.94017 0.04 -0.03 0.11
C 0.10781 -6.50256 2.32305 -0.03 0.11 -0.06
C 0.01427 -5.35617 3.11343 0.03 -0.05 -0.24
C 0.03037 -4.11524 2.49164 0.11 -0.01 0.17
C 0.10499 -3.99139 1.10837 0.04 0.29 0.33
C 0.08474 -2.61402 0.51908 0.21 0.28 -0.36
O 0.51629 -1.61997 1.21061 0.77 -2.78 -0.24
N -0.44414 -2.58844 -0.70509 -0.07 0.48 0.07
N -0.69481 -1.29284 -1.21016 0.76 -1.57 -0.62
C -1.39995 -1.22409 -2.26071 -0.34 0.51 -0.61
C -1.86736 0.04119 -2.89396 0.24 -0.73 0.22
C -2.52093 -0.08419 -4.12340 -0.01 -0.10 -0.11
C -2.98127 1.00446 -4.84319 0.11 0.23 0.24
C -2.78440 2.28176 -4.29386 0.03 -0.19 0.07
C -2.16912 2.43567 -3.06285 -0.07 -0.03 -0.19
C -1.69632 1.33076 -2.31257 0.37 0.16 0.62
O -1.14109 1.50018 -1.13498 -0.85 1.24 -3.11
H -0.06566 -4.13648 -1.23349 -0.11 0.06 -0.11
H 0.25141 -7.28255 0.30817 -0.04 0.11 0.09
H 0.10563 -7.48423 2.78635 0.02 0.06 -0.03
H -0.06799 -5.42903 4.19099 0.02 -0.01 -0.04
H -0.01130 -3.20010 3.07491 0.00 -0.10 -0.06
H -1.69696 -2.15723 -2.74181 -0.16 -0.04 -0.12
H -2.65842 -1.08914 -4.51946 0.01 0.11 0.01
H -3.47581 0.87146 -5.79874 0.04 0.03 0.08
H -3.12118 3.16224 -4.83711 0.02 -0.09 0.07
H -2.02593 3.41887 -2.62460 -0.02 -0.06 -0.07
N 0.30979 5.44121 5.90985 -0.16 0.31 0.19
C 0.73883 5.97633 7.11704 -0.50 0.23 -0.47
C 0.34638 7.10141 7.84986 0.10 -0.13 0.01
C 1.03171 7.34256 9.02859 0.07 -0.15 -0.07
C 2.07071 6.48989 9.45850 -0.10 0.00 -0.14
C 2.43946 5.38268 8.71437 0.06 -0.01 0.08
C 1.75664 5.12785 7.52119 0.63 -0.64 0.09
N 1.94540 4.09837 6.58585 0.15 0.38 0.66
C 1.06851 4.33042 5.66003 -0.23 -0.26 -0.68
C 0.90820 3.51626 4.41682 0.12 0.58 0.87
C 0.03896 3.88189 3.40712 -0.24 0.10 -0.29
C -0.01674 3.10546 2.26038 0.07 -0.05 -0.07
N 0.73009 2.01434 2.09532 0.57 0.66 0.62
C 1.55014 1.65206 3.08792 -0.11 0.12 -0.14
C 1.67539 2.37722 4.25923 0.21 -0.32 -0.01
H -0.44039 5.78284 5.34052 -0.06 0.03 -0.03
H -0.45021 7.75842 7.51565 0.08 -0.09 0.02
H 0.76727 8.20494 9.63179 0.02 -0.09 -0.06
H 2.58886 6.71210 10.38701 -0.08 -0.04 -0.13
H 3.23899 4.72217 9.03583 -0.10 0.09 -0.04
H -0.59717 4.75548 3.47719 0.03 -0.01 -0.01
H -0.68335 3.36999 1.43410 0.16 -0.11 0.23
H 2.12711 0.74349 2.92712 -0.10 0.11 0.01
H 2.35630 2.07090 5.04167 -0.02 0.01 -0.02
Br -6.60531 1.03491 5.92046 -0.01 0.04 0.06
C -6.06202 0.13391 4.34395 0.00 0.00 0.00
C -6.94241 -0.73778 3.73015 0.08 -0.33 -0.51
N -6.62709 -1.40649 2.61163 0.39 0.36 0.24
C -5.40160 -1.20060 2.09615 -0.53 -0.15 0.14
C -4.46774 -0.34331 2.65808 0.20 -0.03 -0.16
C -4.80798 0.34220 3.81135 0.16 0.14 0.09
C -3.09569 -0.14625 2.03004 0.01 -0.10 -0.06
O -2.33197 0.69209 2.60367 -1.21 -0.62 0.05
O -2.81274 -0.81941 0.98190 -2.27 -0.03 1.72
H -7.92923 -0.90106 4.15115 0.04 -0.04 -0.07
H -5.13987 -1.73832 1.19161 -0.06 0.01 0.06
H -4.08852 1.01686 4.26026 -0.05 -0.06 -0.04
```
Forces are in eV/Å.

## Properties
Electronic energy   -123460.7016 eV
HOMO-LUMO gap   6.22 eV
Charge   -1

[3]
The following is a DFT calculation (wB97M-V/def2-TZVPD) of a cluster of 2 separate species, C2H4NO3 in total.

Structure (XYZ):
```
10
Properties=species:S:1:pos:R:3:forces:R:3
C -1.63721 1.17763 0.97603 4.26 -0.96 -3.67
N -0.49935 0.40246 0.97974 -1.42 1.08 0.35
O -2.49906 1.20385 1.76406 -3.21 0.04 3.75
H -1.67855 1.81219 0.10625 -0.02 0.53 -1.00
H 0.04410 0.13572 0.07759 -0.37 0.13 1.04
H -0.47861 -0.03235 1.89078 0.67 -0.80 -0.34
O 0.69486 -0.34738 -1.26966 3.64 -1.10 0.14
C 1.75236 -1.15241 -1.37130 -0.18 0.43 -2.53
O 3.01593 -0.98006 -1.65585 -4.69 -0.10 1.65
H 1.28554 -2.21966 -1.49763 1.31 0.76 0.61
```
Forces are in eV/Å.

## Properties
ΔE to the lowest compared entry with this formula, charge and spin   100.2 kJ/mol
Electronic energy   -9772.7703 eV
HOMO-LUMO gap   8.82 eV
Charge   -1

[4]
The following is a DFT calculation (wB97M-V/def2-TZVPD) of a cluster of 12 separate species, C66H136N6O13 in total.

Structure (XYZ):
```
221
Properties=species:S:1:pos:R:3:forces:R:3
C 5.45305 -0.45646 -1.72940 1.75 0.33 0.35
C 5.55475 -0.36066 -3.23302 -1.54 0.03 0.18
C 4.13914 -0.06686 -3.72490 -0.04 -0.47 0.83
N 4.11314 0.16145 -5.17381 -0.61 0.80 -0.48
C 2.66256 -0.11396 -5.59322 0.39 -0.64 0.90
C 2.34445 0.23967 -6.99767 0.12 1.05 -1.31
C 2.80736 1.68169 -7.24361 -0.33 0.40 -0.51
C 4.24170 1.94157 -6.87457 0.05 -0.60 1.44
C 4.53154 1.56743 -5.41699 -0.57 0.49 -0.40
C 5.02013 -0.72188 -5.90053 -0.19 -0.73 -0.90
H 4.72657 -1.17641 -1.39564 -0.51 -0.10 -0.03
H 5.28445 0.52539 -1.28009 -0.31 -0.13 0.04
H 6.43142 -0.79646 -1.36228 -0.20 0.03 0.24
H 5.86579 -1.31809 -3.64768 0.21 0.07 0.06
H 6.21649 0.45023 -3.54865 0.24 -0.24 0.19
H 3.70258 0.82495 -3.29837 0.20 0.43 0.38
H 3.41916 -0.85874 -3.47010 0.63 -0.20 -0.22
H 2.07838 0.51557 -4.89735 0.33 -0.65 -0.41
H 2.63542 -1.19274 -5.40058 -0.59 0.32 0.11
H 1.26706 0.27149 -7.14108 -0.23 -0.36 0.24
H 2.71473 -0.45760 -7.76510 0.17 0.11 0.35
H 2.21786 2.33633 -6.59273 -0.25 -0.06 -0.25
H 2.71143 2.02378 -8.29687 -0.37 -0.39 0.55
H 4.36954 3.00135 -6.95385 0.78 0.54 -0.44
H 4.87916 1.31946 -7.47056 0.67 0.42 -0.82
H 4.01780 2.21622 -4.72210 -0.60 -0.02 0.02
H 5.56056 1.64791 -5.09969 0.52 -0.07 -0.44
H 4.87947 -0.52579 -6.96483 0.23 -0.17 0.17
H 4.68894 -1.73134 -5.67919 0.31 -0.18 -0.02
H 6.05207 -0.54796 -5.61220 -0.06 0.06 -0.09
C -2.91197 3.09489 -3.77701 0.50 0.15 -0.02
C -1.66298 2.43191 -3.18262 -0.60 0.49 -0.02
C -2.09525 1.00455 -2.79613 1.37 1.51 0.36
N -0.94563 0.20010 -2.21470 0.00 1.14 0.31
C -1.59040 -0.87481 -1.41768 1.36 -0.61 0.08
C -2.16352 -1.91280 -2.32774 -0.73 0.06 0.13
C -1.13699 -2.48004 -3.30269 -0.47 0.10 0.70
C -0.49531 -1.32315 -4.11286 -0.74 -0.58 -0.49
C 0.06724 -0.23473 -3.23183 -0.05 -0.88 -0.26
C -0.11560 1.02989 -1.31345 -0.70 0.20 0.92
H -3.16549 2.62521 -4.71905 -0.18 0.05 -0.34
H -2.75031 4.17346 -3.92296 -0.16 -0.37 -0.03
H -3.74073 2.93682 -3.09471 -0.27 0.18 0.09
H -1.41181 3.06055 -2.31381 0.18 -0.55 -0.01
H -0.82074 2.50197 -3.89091 -0.27 -0.32 0.26
H -2.44690 0.48925 -3.66703 -0.28 -0.34 -0.34
H -2.89182 1.03612 -2.03467 0.37 -0.18 -0.48
H -2.28215 -0.43049 -0.70977 -0.17 0.01 -0.27
H -0.78630 -1.33033 -0.84231 0.26 -0.17 0.11
H -3.01684 -1.51728 -2.85118 -0.38 0.36 -0.28
H -2.62293 -2.62351 -1.64832 0.13 -0.64 -0.05
H -1.68072 -3.26794 -3.87782 0.85 0.66 -0.05
H -0.36393 -2.93376 -2.67426 0.22 -0.22 -0.50
H -1.22818 -0.84116 -4.77379 -0.15 -0.32 -0.01
H 0.27035 -1.72809 -4.76811 0.26 0.11 0.09
H 0.35533 0.67606 -3.76597 -0.16 -0.34 0.01
H 0.96466 -0.59230 -2.70241 -0.41 -0.04 0.00
H 0.52312 1.68076 -1.88836 0.09 0.14 -0.11
H 0.47593 0.32114 -0.74503 0.26 0.10 0.18
H -0.75402 1.60806 -0.64146 0.13 -0.03 -0.08
C -5.22975 -1.59922 5.93610 -0.34 0.28 0.33
C -5.54328 -2.95174 5.29632 0.24 0.23 -0.62
C -6.02845 -2.71238 3.84313 0.15 0.04 0.55
N -6.08440 -3.95201 2.98598 -2.29 -0.10 -0.51
C -7.07679 -3.65426 1.84685 0.84 0.60 -0.47
C -6.51551 -2.56990 0.91992 -0.19 -0.59 -0.61
C -5.25787 -3.05770 0.18688 0.09 -0.88 1.14
C -4.24701 -3.42710 1.31080 -0.04 0.50 -0.25
C -4.78717 -4.33985 2.40281 1.41 -0.04 0.34
C -6.65607 -5.09445 3.75219 -0.34 -0.49 -0.59
H -4.48025 -1.05837 5.34708 0.02 -0.41 0.18
H -4.84673 -1.76883 6.95198 -0.04 0.21 -0.28
H -6.09301 -0.92779 6.00468 -0.15 -0.22 0.10
H -6.20896 -3.59240 5.90043 -0.05 0.57 -0.24
H -4.56584 -3.43894 5.26683 -0.13 -0.22 -0.30
H -5.32840 -2.04949 3.34053 0.10 0.04 0.22
H -7.03019 -2.24893 3.75717 0.43 -0.27 0.43
H -8.01118 -3.30885 2.28340 -0.04 -0.31 0.22
H -7.22903 -4.57583 1.25498 0.10 0.25 0.50
H -6.34010 -1.58036 1.35703 0.04 -0.46 0.25
H -7.27380 -2.35542 0.17933 -0.42 0.01 -0.17
H -4.89962 -2.21555 -0.40295 0.26 -0.34 -0.18
H -5.46057 -3.98197 -0.44091 0.06 1.10 0.50
H -3.88698 -2.51497 1.82490 -0.13 -0.31 -0.61
H -3.37183 -3.97912 0.94096 -0.10 0.36 -0.01
H -4.04072 -4.34812 3.21944 -0.29 -0.06 -0.29
H -4.83048 -5.35789 2.03166 -0.55 -0.25 -0.06
H -7.69608 -4.89654 4.05718 0.51 0.26 -0.01
H -6.03251 -5.32215 4.60742 0.07 -0.06 -0.01
H -6.68784 -5.94424 3.05275 0.10 0.20 0.40
C 5.92021 -1.91268 1.93531 0.75 -0.02 -1.19
C 5.30026 -3.01459 1.05828 -0.97 -0.72 1.82
C 4.00695 -3.35152 1.82994 -0.80 0.91 -0.28
N 2.82675 -3.92827 1.06094 0.85 -0.06 1.23
C 3.29625 -5.13150 0.36022 -0.21 -0.96 0.10
C 2.16906 -6.02363 -0.23852 1.29 0.84 -0.84
C 1.14896 -6.31577 0.81152 -0.70 -1.07 0.42
C 0.63333 -5.04781 1.46003 -0.19 -0.40 -0.14
C 1.73564 -4.25097 2.09730 0.52 0.76 -0.08
C 2.36968 -2.91010 0.11380 -1.34 0.19 0.12
H 5.28682 -1.04700 1.98535 -0.54 0.35 0.01
H 6.80354 -1.61999 1.37897 0.59 0.29 0.36
H 6.16775 -2.18573 2.96180 -0.02 -0.34 -0.21
H 5.99418 -3.86430 0.99492 -0.23 0.16 -0.31
H 5.01061 -2.64003 0.07451 0.47 -0.02 0.11
H 3.61130 -2.39054 2.13589 -0.06 0.17 0.17
H 4.04034 -3.85373 2.79983 0.70 -0.39 -0.41
H 3.89964 -5.68377 1.10847 -0.51 -0.02 -0.31
H 4.00916 -4.76424 -0.36230 0.06 -0.14 -0.54
H 2.72905 -6.89235 -0.59602 -0.38 -0.22 0.04
H 1.71852 -5.56685 -1.14689 0.28 -0.01 0.57
H 1.55223 -7.04702 1.51682 0.30 0.38 0.48
H 0.28219 -6.87152 0.46142 -0.07 0.06 -0.66
H -0.15137 -5.28480 2.18791 0.15 0.34 0.00
H 0.16006 -4.43669 0.66445 0.08 -0.23 0.47
H 2.27989 -4.70047 2.96295 -0.74 0.04 -0.74
H 1.33053 -3.27917 2.39677 0.40 -0.16 0.25
H 3.12124 -2.65166 -0.60151 0.51 0.15 -0.24
H 2.01473 -2.03613 0.67891 0.25 -0.19 -0.20
H 1.57024 -3.36360 -0.44823 -0.36 0.20 -0.37
C 6.39463 2.39590 1.39371 0.08 -0.10 -1.26
C 4.88722 2.34867 1.68091 0.51 0.44 -0.47
C 4.20060 3.35509 0.74542 0.88 0.46 -0.01
N 2.74331 3.63710 0.97760 0.96 -0.68 -0.64
C 2.38978 3.98117 2.34008 -1.08 -0.75 1.30
C 3.00146 5.24137 2.86028 0.11 0.78 -0.28
C 2.50739 6.42652 2.00057 -1.41 0.17 1.79
C 2.78331 6.18269 0.56282 -0.01 -0.51 -1.26
C 2.30123 4.75704 0.11820 0.47 0.98 -1.10
C 2.07392 2.37947 0.52542 -0.87 -0.44 -0.23
H 7.01791 1.69579 1.93782 -0.27 -0.15 0.47
H 6.77340 3.39684 1.56401 0.16 0.27 0.23
H 6.63056 2.18377 0.33860 -0.27 0.03 0.10
H 4.83915 2.65799 2.73382 -0.72 -0.30 -0.18
H 4.45806 1.37313 1.48723 0.09 -0.24 0.59
H 4.27156 3.08686 -0.32187 -0.08 -0.25 0.45
H 4.75497 4.27944 0.81731 -0.06 0.57 0.14
H 2.56517 3.12341 2.99549 0.09 0.10 -0.22
H 1.30596 4.14009 2.31128 0.05 -0.24 0.00
H 4.07383 5.17181 2.84051 0.71 0.03 0.11
H 2.69056 5.30945 3.90233 0.04 0.27 0.02
H 2.82179 7.43818 2.34556 0.14 -0.82 -0.18
H 1.40769 6.40458 2.16197 0.32 0.23 -0.17
H 3.83000 6.41246 0.39047 0.42 -0.50 -0.29
H 2.26462 6.92279 -0.06890 -0.07 -0.38 0.16
H 2.59808 4.41304 -0.87647 0.25 0.64 -0.12
H 1.21819 4.73150 0.09613 -0.21 -0.01 0.32
H 2.27926 2.25442 -0.55299 0.02 0.17 0.60
H 0.99730 2.50310 0.67100 0.18 0.04 0.04
H 2.43300 1.52485 1.11203 -0.04 0.34 0.00
C -0.60683 2.81781 3.91262 0.91 0.17 -0.33
C -1.97822 2.23316 3.87852 0.96 -1.77 0.02
C -2.97390 3.02361 4.67652 -0.21 1.99 -0.43
C -4.45162 2.83441 4.32532 0.76 -0.73 0.61
C -4.67299 2.94992 2.84727 -0.81 0.97 -0.58
C -3.85472 2.02539 1.99959 0.65 0.17 -1.37
N -2.29138 2.12568 2.32716 -10.77 3.71 9.04
O -1.59817 1.73686 1.60809 8.91 -4.71 -7.96
C -3.96749 2.34690 0.48634 -0.13 0.17 0.96
C -4.23978 0.54717 2.22390 0.15 0.50 0.26
C -1.95039 0.73013 4.39527 0.41 1.55 -0.29
H 0.00526 2.30380 3.15361 0.07 -0.01 0.54
H -0.14170 2.71778 4.90827 -0.19 0.10 -0.46
H -0.65527 3.85295 3.57004 0.02 0.11 0.36
H -2.72965 4.08839 4.43607 -0.23 -0.55 0.42
H -2.77001 2.86384 5.75683 -0.09 0.00 -0.66
H -5.02586 3.56853 4.86958 -0.26 0.25 0.11
H -4.76871 1.85880 4.68506 -0.21 -0.20 0.08
H -4.57203 4.00382 2.52043 0.26 -0.59 0.09
H -5.70135 2.66534 2.58233 0.02 0.11 0.22
H -5.00546 2.24835 0.17988 -0.15 -0.08 0.16
H -3.43356 1.58171 -0.04434 0.27 -0.12 -0.42
H -3.62224 3.35619 0.25369 0.07 -0.25 0.15
H -3.48650 -0.10885 1.77005 -0.38 -0.03 0.01
H -5.20663 0.44358 1.71099 0.37 -0.30 0.02
H -4.32911 0.30360 3.29284 -0.21 -0.01 -0.61
H -1.16816 0.15944 3.88161 -0.40 0.03 0.09
H -2.93765 0.31222 4.26315 0.41 -0.51 0.29
H -1.68795 0.79799 5.46572 -0.18 -0.11 -0.44
C 2.17714 -4.71060 -4.40229 -0.68 -2.69 0.88
C 2.58745 -3.37425 -4.03556 -0.03 1.77 1.15
O 2.00852 -2.73970 -3.12220 -1.07 -0.47 1.17
O 3.51463 -2.86465 -4.63546 2.89 0.57 -2.19
H 1.11366 -4.71581 -4.17104 -0.31 -0.62 -0.65
H 2.61222 -5.40693 -3.65454 -0.15 0.29 -0.14
H 2.51850 -5.13140 -5.36002 -0.49 0.68 0.14
C -1.16835 -2.17650 2.54349 0.29 2.20 0.21
C -2.18881 -2.86904 3.41564 0.17 -1.55 -0.71
O -2.11897 -4.12190 3.40384 0.51 -0.42 0.23
O -3.07811 -2.22875 3.99288 -0.17 1.12 0.40
H -0.26902 -1.92292 3.11556 0.05 -0.30 0.09
H -1.52803 -1.18060 2.23395 -0.11 -0.30 0.00
H -0.87321 -2.67770 1.64153 -0.02 -0.69 -0.24
C 2.48933 0.70876 4.50112 -0.56 -0.24 1.07
C 2.92581 -0.37598 3.50958 -0.11 -0.11 0.61
O 3.21971 -1.53718 3.84278 -0.19 0.14 0.98
O 2.90634 0.04172 2.33810 -0.01 0.23 -1.54
H 2.52896 0.49165 5.57244 0.80 -0.35 -0.08
H 1.39971 0.81467 4.41860 0.20 0.40 -0.67
H 3.02478 1.64481 4.29606 -0.36 -0.22 0.03
C -6.12908 0.55724 -2.52575 0.11 -0.93 -0.07
C -5.49296 0.04269 -1.16897 -0.07 1.31 -0.47
O -6.22244 0.03885 -0.16192 -0.49 -0.06 -0.19
O -4.25839 -0.21543 -1.16511 -0.63 -0.26 -0.39
H -5.90894 1.61911 -2.75303 -0.10 -0.47 0.47
H -7.22130 0.37857 -2.53676 0.53 0.33 0.17
H -5.71039 -0.02501 -3.36811 -0.03 0.22 0.34
C 1.51913 4.47832 -3.55599 -1.09 -0.02 -0.63
C 2.01450 3.05516 -3.35300 0.90 0.51 0.21
O 1.66337 2.19546 -4.19087 -0.44 0.24 0.04
O 2.84869 2.86682 -2.42832 -0.12 -0.08 -0.02
H 0.70980 4.46074 -4.29597 0.16 0.07 0.07
H 2.31325 5.08551 -3.96690 0.38 0.15 -0.04
H 1.12266 4.98596 -2.68073 0.19 -0.19 0.36
C -1.59056 6.11258 0.43901 -0.85 0.16 0.97
C -1.42784 4.69379 0.94242 -1.73 0.35 0.88
O -2.28211 4.30210 1.80547 0.12 0.99 0.33
O -0.57124 3.97044 0.47563 1.82 -1.35 -1.07
H -2.04410 6.62601 1.29433 0.33 0.44 -0.26
H -2.38888 6.08717 -0.29870 0.10 0.06 -0.39
H -0.69746 6.61012 0.05969 -0.05 -0.23 0.01
```
Forces are in eV/Å.

## Properties
Electronic energy   -106202.5735 eV
HOMO-LUMO gap   8.15 eV
Charge   0